Entry 1:
{
  "formula": "C6H12N5O2",
  "method": "ωB97M-V/def2-TZVPD",
  "symbols": ["N", "C", "C", "C", "N", "C", "N", "N", "O", "C", "O", "C", "N", "H", "H", "H", "H", "H", "H", "H", "H", "H", "H", "H", "H"],
  "coordinates": [[1.56796, 0.51228, -2.63481], [0.73638, 0.29190, -1.55903], [1.25600, -0.30327, -0.43538], [0.93059, -0.57313, 0.81479], [1.67889, -1.13480, 1.76798], [-0.30462, 0.02931, 1.54043], [-0.04158, 0.97569, 2.55974], [-0.87973, -1.15376, 2.18823], [-1.25941, 0.57830, 0.58173], [-1.59616, 0.52800, -0.71788], [-2.87085, 0.74872, -0.93871], [-0.65311, 0.54649, -1.72534], [-1.01734, 0.56397, -3.09017], [2.48733, 0.75022, -2.57686], [1.06609, 0.93494, -3.40410], [2.26541, -0.61429, -0.65707], [1.40735, -1.41673, 2.71594], [2.58477, -1.30323, 1.47877], [-0.82809, 1.01070, 3.21981], [0.12949, 1.89500, 2.12827], [-1.65918, -1.02017, 2.84400], [-1.20685, -1.72712, 1.45226], [-3.41440, 0.55621, -0.15746], [-1.49251, 1.44452, -3.32267], [-1.58818, -0.27809, -3.16058]],
  "molar_mass_da": 186.20,
  "relative_energy_kj_mol": 0.0,
  "charge": 1
}

Entry 2:
{
  "formula": "C6H12N6",
  "method": "ωB97M-V/def2-TZVPD",
  "symbols": ["C", "C", "C", "C", "C", "C", "N", "N", "N", "N", "N", "N", "H", "H", "H", "H", "H", "H", "H", "H", "H", "H", "H", "H"],
  "coordinates": [[-3.94496, -1.43614, 0.95563], [-1.26254, 1.00561, 1.60974], [-3.08154, -0.35106, 0.94637], [-1.25969, 1.86083, 0.42028], [-2.35671, 1.42861, -0.65599], [-4.42178, -0.42804, -0.93778], [-1.99341, 0.02449, 1.92461], [-0.47106, 2.78638, 0.36124], [-4.75147, -1.40947, -0.16437], [-5.68097, -2.30139, -0.52839], [-3.21892, 0.42535, -0.15566], [11.75529, -0.54616, -0.30706], [-3.99031, -2.14362, 1.74433], [-0.58627, 1.45625, 2.31477], [-3.02173, 2.24301, -1.05400], [-1.77404, 1.16121, -1.56620], [12.58531, -1.09167, -0.55047], [-4.99228, 0.11495, -1.71216], [-0.43371, 3.51207, -0.37014], [-5.90435, -2.29405, -1.49932], [-5.79935, -3.27475, -0.12585], [12.05004, 0.50598, -0.53073], [11.71804, -0.67105, 0.62965], [10.83639, -0.57734, -0.74851]],
  "molar_mass_da": 168.20,
  "relative_energy_kj_mol": 136.2,
  "charge": 2
}

Entry 3:
{
  "formula": "C6H12N6",
  "method": "ωB97M-V/def2-TZVPD",
  "symbols": ["C", "C", "C", "C", "C", "C", "N", "N", "N", "N", "N", "N", "H", "H", "H", "H", "H", "H", "H", "H", "H", "H", "H", "H"],
  "coordinates": [[0.82362, -2.44699, 0.23230], [-1.15651, -2.73626, 1.12225], [0.11718, -1.28665, 0.15606], [0.84886, 0.35200, -0.51920], [-2.17258, -0.50567, 0.86363], [0.95973, 2.76939, -0.15051], [2.44390, 0.76956, -3.48914], [1.99009, 1.21999, -2.44802], [-0.00430, -3.33753, 0.84049], [-1.10739, -1.46655, 0.71802], [0.63023, 1.39980, 0.19474], [1.41171, 0.19068, -1.68759], [1.81798, -2.69153, -0.08588], [-1.99849, -3.20016, 1.60441], [-3.11989, -1.02954, 0.98680], [-2.01935, 0.11461, 1.74871], [-2.23706, 0.12848, -0.01930], [1.73192, 3.14655, 0.52004], [1.30936, 2.84226, -1.17745], [0.06845, 3.38434, -0.02128], [2.86753, 1.47928, -4.08533], [0.22759, -4.30244, 1.05648], [0.21541, 1.29862, 1.11448], [1.44726, -0.72739, -2.13917]],
  "molar_mass_da": 168.20,
  "relative_energy_kj_mol": 104.6,
  "charge": 2
}

Entry 4:
{
  "formula": "C6H12NO",
  "method": "ωB97M-V/def2-TZVPD",
  "symbols": ["C", "N", "C", "C", "C", "C", "C", "O", "H", "H", "H", "H", "H", "H", "H", "H", "H", "H", "H", "H"],
  "coordinates": [[-0.89285, 2.88239, 0.67504], [0.43688, 2.72542, 0.10439], [0.83997, 1.41687, -0.33689], [0.59510, 0.26116, 0.26248], [1.05555, -1.06113, -0.23044], [-0.03882, -1.87691, -0.98161], [-0.75694, -2.77870, 0.06895], [0.05125, -3.55516, 0.77660], [-1.23689, 1.97785, 1.17459], [-0.90264, 3.72061, 1.36642], [-1.58953, 3.12026, -0.12506], [1.17645, 3.17486, 0.62015], [1.41803, 1.44064, -1.25310], [-0.06303, 0.27081, 1.12897], [1.93426, -0.98942, -0.86908], [1.31458, -1.75910, 0.57139], [0.42423, -2.46408, -1.77525], [-0.80961, -1.18567, -1.33677], [-1.37905, -2.00348, 0.64576], [-1.57696, -3.31722, -0.48654]],
  "molar_mass_da": 114.17,
  "relative_energy_kj_mol": 72.8,
  "charge": -1
}